15
Properties=species:S:1:pos:R:3 method="wB97M-V/def2-TZVPD" energy_ev=-25425.98435 lumo_energy_ev=0.38 multiplicity=1 homo_energy_ev=-8.36 max_force_ev_per_a=3.8
C -1.740 -1.103 1.548
C 2.372 0.668 -0.906
C -1.272 0.131 0.811
O 0.145 -0.667 -0.311
P 0.650 0.438 -1.298
S -2.323 0.903 -0.359
H -2.583 -1.462 1.042
H -1.715 -0.905 2.642
H -0.862 -1.867 1.487
H 2.903 1.160 -1.705
H 2.919 -0.210 -0.497
H 2.276 1.376 -0.012
H -0.526 0.706 1.383
H 0.793 -0.213 -2.544
H -1.037 1.042 -1.281

***

15
Properties=species:S:1:pos:R:3 method="wB97M-V/def2-TZVPD" smiles="COP(C)(C)=S" energy_ev=-25428.76662 lumo_energy_ev=0.81 multiplicity=1 homo_energy_ev=-8.71 max_force_ev_per_a=4.1
C -0.655 2.113 0.425
O 0.171 1.111 -0.114
P -0.308 -0.418 -0.241
C 0.853 -0.853 -1.650
C 0.279 -1.295 1.420
S -2.204 -0.628 -0.706
H -0.414 3.202 0.210
H -0.651 1.975 1.538
H -1.692 1.890 0.069
H 0.327 -1.107 -2.518
H 1.428 -0.087 -1.967
H 1.682 -1.662 -1.536
H -0.490 -1.994 1.672
H 1.266 -1.662 1.208
H 0.408 -0.586 2.191

***

14
Properties=species:S:1:pos:R:3 method="wB97M-V/def2-TZVPD" energy_ev=-16136.43232 lumo_energy_ev=4.03 charge=-1 multiplicity=1 homo_energy_ev=-0.43 max_force_ev_per_a=3.8
C 0.782 2.245 1.258
O -0.175 1.346 1.846
H 0.764 2.320 0.163
H 1.781 2.251 1.587
H 0.426 3.325 1.423
C -0.650 -2.311 -0.192
S -0.435 -0.443 -0.603
C 0.784 -0.533 -1.831
H -1.682 -2.249 0.179
H -0.677 -2.684 -1.240
H 0.161 -2.604 0.541
H 1.146 0.530 -2.211
H -0.327 0.566 1.257
H 1.275 -1.545 -2.218

***

14
Properties=species:S:1:pos:R:3 method="wB97M-V/def2-TZVPD" energy_ev=-16137.39576 lumo_energy_ev=4.00 charge=-1 multiplicity=1 homo_energy_ev=-0.97 max_force_ev_per_a=3.3
C -2.317 -1.443 -1.333
O -1.091 -1.203 -2.120
H -2.663 -2.188 -2.043
H -2.125 -1.670 -0.299
H -2.833 -0.488 -1.372
C 1.403 2.126 0.500
S 1.352 0.372 1.175
C -0.256 -0.199 0.973
H 1.365 2.792 1.347
H 0.619 2.255 -0.247
H 2.380 2.127 0.000
H -1.213 0.201 1.284
H -0.567 -0.523 -1.709
H -0.247 -1.207 0.582

***

14
Properties=species:S:1:pos:R:3 method="wB97M-V/def2-TZVPD" energy_ev=-16139.23253 lumo_energy_ev=4.10 charge=-1 multiplicity=1 homo_energy_ev=-2.33 max_force_ev_per_a=3.2
C 2.092 1.803 0.077
O 2.689 0.565 0.501
H 1.950 1.693 -1.017
H 1.058 2.181 0.608
H 2.778 2.551 0.201
C -2.299 -1.068 -0.416
C -0.917 -1.091 0.243
S 0.461 -1.361 -0.900
H -2.793 -1.879 -0.923
H -2.352 -0.225 -1.135
H -2.951 -0.700 0.396
H -0.823 -0.406 1.103
H -0.805 -2.069 0.774
H 1.914 0.006 0.488

***

14
Properties=species:S:1:pos:R:3 method="wB97M-V/def2-TZVPD" energy_ev=-16136.22900 lumo_energy_ev=3.48 charge=-1 multiplicity=1 homo_energy_ev=-0.14 max_force_ev_per_a=2.8
C -1.001 0.104 -2.317
O -1.871 -0.058 -3.481
H -0.324 -0.788 -2.177
H -0.464 1.160 -2.475
H -1.630 0.213 -1.376
C 2.049 -0.279 2.364
S 1.176 0.987 1.247
C -0.496 0.414 1.347
H 1.567 -0.534 3.357
H 2.979 0.395 2.691
H 2.136 -1.257 1.811
H -0.916 -0.396 1.899
H -2.031 -1.017 -3.732
H -1.176 1.057 0.842

***

14
Properties=species:S:1:pos:R:3 method="wB97M-V/def2-TZVPD" energy_ev=-16138.41815 lumo_energy_ev=3.81 charge=-1 multiplicity=1 homo_energy_ev=-2.36 max_force_ev_per_a=0.9
C 1.116 0.999 -2.666
O -0.039 1.051 -1.922
H 1.986 0.693 -2.050
H 1.405 1.971 -3.092
H 1.022 0.285 -3.500
C -1.310 -0.826 2.717
S -1.488 -1.075 0.927
C 0.008 -0.406 0.279
H -0.495 -1.452 3.093
H -1.083 0.202 2.947
H -2.225 -1.071 3.265
H 0.425 0.411 0.848
H -0.050 0.419 -0.925
H 0.730 -1.201 0.079

***

14
Properties=species:S:1:pos:R:3 method="wB97M-V/def2-TZVPD" energy_ev=-16138.70761 lumo_energy_ev=3.42 charge=-1 multiplicity=1 homo_energy_ev=-2.13 max_force_ev_per_a=2.7
C -1.730 1.382 0.700
O -0.436 1.547 1.095
H -2.356 2.268 0.883
H -1.889 0.937 -0.317
H -2.148 0.538 1.352
C 1.394 -1.398 0.697
S 1.469 -1.557 -1.117
C 0.515 -0.060 -1.557
H 0.947 -2.322 1.071
H 0.845 -0.507 1.017
H 2.399 -1.382 1.120
H -0.425 -0.100 -1.022
H 1.052 0.839 -1.292
H 0.362 -0.184 -2.628

***

Number 1: orbital gap 8.744 eV. Number 2: orbital gap 9.520 eV. Number 3: orbital gap 4.464 eV. Number 4: orbital gap 4.975 eV. Number 5: orbital gap 6.431 eV. Number 6: orbital gap 3.624 eV. Number 7: orbital gap 6.168 eV. Number 8: orbital gap 5.549 eV.